Here is C19H43OP3PbSe as an isolated structure at a distorted geometry from the OMol25 dataset. Energies are from ωB97M-V with the def2-TZVPD basis set.

Net charge = +4
Spin multiplicity = 1
HOMO (alpha / beta) = -19.765 / -19.815 eV
Lowest unoccupied orbital energy (alpha / beta) = -16.525 / -16.267 eV
HOMO-LUMO gap (alpha / beta) = 3.24 / 3.55 eV

Each line ends with the natural charge from an NBO analysis.
Positions of all 68 atoms, in Å:
Pb (-0.203, -0.019, -0.841)  0.754
Se (-0.717, -1.116, -3.207)  0.443
P (-2.885, -0.103, 0.063)  0.927
P (0.261, -2.624, 0.314)  0.945
P (0.230, 3.027, 0.697)  1.338
O (-0.893, 0.008, 3.093)  -0.792
C (0.556, 0.222, -5.400)  -0.127
C (4.606, 0.216, 0.565)  -0.380
C (4.819, -0.040, -0.738)  -0.407
C (-0.507, -3.406, 1.783)  -0.929
C (-3.964, -0.124, -1.406)  -0.952
C (1.935, 3.579, 0.776)  -0.972
C (2.949, 0.401, -5.748)  0.073
C (-0.741, 3.805, 2.009)  -0.958
C (0.780, -0.471, -4.187)  -0.148
C (1.636, 0.646, -6.177)  -0.193
C (-1.112, -0.224, 5.570)  -0.656
C (-0.125, -3.879, -0.970)  -0.922
C (-3.508, -1.522, 1.023)  -0.943
C (-0.451, 3.444, -0.919)  -0.976
C (-3.537, 1.299, 1.031)  -0.945
C (-1.716, -0.433, 4.194)  -0.062
C (3.181, -0.217, -4.509)  -0.165
C (2.103, -0.646, -3.729)  -0.190
C (2.031, -2.979, 0.631)  -0.943
H (0.025, 0.044, 3.414)  0.480
H (-1.549, 3.488, -0.901)  0.285
H (-3.100, -2.456, 0.618)  0.248
H (-5.011, -0.207, -1.082)  0.295
H (-3.140, 1.253, 2.055)  0.271
H (5.040, -1.059, -1.084)  0.213
H (-4.605, -1.555, 0.960)  0.295
H (-0.179, 3.755, 2.955)  0.301
H (4.453, 1.242, 0.931)  0.197
H (0.547, -4.740, -0.836)  0.291
H (2.171, -3.132, 1.711)  0.281
H (-0.068, 4.426, -1.234)  0.320
H (-1.172, -4.197, -0.853)  0.269
H (-0.826, 0.820, 5.733)  0.226
H (-0.239, -0.868, 5.725)  0.224
H (2.071, 4.479, 0.166)  0.304
H (4.631, -0.592, 1.312)  0.218
H (0.234, -3.446, 2.593)  0.279
H (-1.702, 3.282, 2.143)  0.280
H (4.812, 0.764, -1.486)  0.197
H (2.654, -2.136, 0.300)  0.253
H (-0.938, 4.865, 1.774)  0.311
H (-1.935, -1.497, 4.019)  0.162
H (4.202, -0.374, -4.156)  0.281
H (-1.857, -0.492, 6.324)  0.270
H (-1.375, -2.822, 2.116)  0.257
H (2.277, -1.099, -2.745)  0.243
H (2.203, 3.816, 1.813)  0.307
H (2.319, -3.892, 0.090)  0.282
H (0.210, 1.588, 0.898)  -0.033
H (2.595, 2.783, 0.408)  0.276
H (1.448, 1.156, -7.123)  0.296
H (-2.664, 0.108, 4.079)  0.175
H (0.005, -3.438, -1.974)  0.219
H (-0.149, 2.709, -1.690)  0.244
H (-0.826, -4.428, 1.528)  0.290
H (-0.467, 0.431, -5.711)  0.273
H (-3.238, 2.251, 0.572)  0.237
H (-3.832, 0.804, -1.978)  0.260
H (-3.209, -1.421, 2.076)  0.271
H (-3.702, -0.973, -2.051)  0.249
H (-4.635, 1.249, 1.061)  0.298
H (3.793, 0.668, -6.388)  0.286

***

Here is C19H43P3SSeY as an isolated structure at a distorted geometry from the OMol25 dataset. Energies are from ωB97M-V with the def2-TZVPD basis set.

Net charge = +3
Spin multiplicity = 1
HOMO = -15.457 eV
Lowest unoccupied orbital energy = -12.062 eV
HOMO-LUMO gap = 3.40 eV

Each line ends with the natural charge from an NBO analysis.
Positions of all 68 atoms, in Å:
Y (-0.722, -0.163, 0.216)  1.629
Se (2.180, 3.778, -0.828)  0.095
S (-1.491, 1.824, 1.953)  0.144
P (1.324, -0.576, 2.232)  0.712
P (-1.867, -2.497, 1.151)  0.687
P (1.286, -1.403, -1.322)  0.699
C (-3.132, 1.929, 2.700)  -0.714
C (1.420, -3.220, -1.072)  -0.912
C (0.235, 3.403, -5.136)  -0.207
C (1.586, 3.070, -4.947)  -0.178
C (1.412, 3.615, -2.584)  -0.185
C (2.577, 0.755, 2.352)  -0.918
C (-1.596, 0.528, -1.750)  -0.517
C (2.171, 3.177, -3.684)  -0.251
C (0.056, 3.944, -2.773)  -0.296
C (2.358, -2.066, 2.450)  -0.922
C (-3.163, -1.993, 2.355)  -0.921
C (-0.526, 3.828, -4.037)  -0.188
C (0.522, -0.447, 3.877)  -0.919
C (-0.913, -3.739, 2.095)  -0.916
C (1.084, -1.330, -3.140)  -0.922
C (-2.648, 0.032, -0.957)  -0.520
C (-2.820, -3.541, -0.012)  -0.911
C (3.038, -0.893, -1.175)  -0.912
C (-0.857, 3.505, 2.034)  -0.717
H (-3.467, -4.235, 0.545)  0.283
H (3.614, -1.386, -1.972)  0.274
H (3.234, 0.731, 1.473)  0.256
H (-0.216, -1.250, 4.007)  0.236
H (-1.581, 4.085, -4.157)  0.235
H (2.186, 2.726, -5.792)  0.245
H (-0.533, 4.298, -1.924)  0.211
H (-2.711, -1.439, 3.192)  0.253
H (-3.605, 0.939, 2.679)  0.245
H (-0.478, 3.684, 3.048)  0.266
H (-1.349, 0.067, -2.716)  0.306
H (-1.281, 1.588, -1.704)  0.302
H (-3.440, -2.911, -0.665)  0.240
H (-0.049, 3.623, 1.300)  0.262
H (3.551, 3.518, -1.302)  0.125
H (3.458, -1.164, -0.199)  0.246
H (-1.567, -4.574, 2.388)  0.283
H (-3.198, -0.872, -1.238)  0.287
H (1.299, -0.527, 4.650)  0.271
H (2.939, -1.951, 3.376)  0.273
H (-3.025, 2.266, 3.737)  0.275
H (3.105, 0.197, -1.293)  0.262
H (-3.741, 2.645, 2.137)  0.260
H (0.180, -1.874, -3.434)  0.251
H (-2.128, -4.115, -0.646)  0.264
H (-3.677, -2.887, 2.738)  0.287
H (1.965, -1.787, -3.610)  0.274
H (-0.215, 3.343, -6.131)  0.248
H (1.728, -2.961, 2.525)  0.248
H (3.226, 2.941, -3.539)  0.227
H (-3.895, -1.336, 1.864)  0.244
H (-3.223, 0.703, -0.293)  0.295
H (0.425, -3.679, -1.144)  0.239
H (2.078, 1.733, 2.383)  0.249
H (0.992, -0.286, -3.464)  0.257
H (-0.098, -4.129, 1.470)  0.257
H (3.170, 0.608, 3.267)  0.270
H (-1.665, 4.210, 1.811)  0.268
H (2.070, -3.639, -1.853)  0.279
H (0.000, 0.515, 3.965)  0.252
H (-0.476, -3.293, 2.999)  0.253
H (1.837, -3.448, -0.084)  0.252
H (3.046, -2.191, 1.605)  0.248

***

Here is C19H44ClF3IrO3P2S as an isolated structure at a distorted geometry from the OMol25 dataset. Energies are from ωB97M-V with the def2-TZVPD basis set.

Spin multiplicity = 6
HOMO (alpha / beta) = -6.584 / -8.843 eV
Lowest unoccupied orbital energy (alpha / beta) = 0.315 / -2.848 eV
HOMO-LUMO gap (alpha / beta) = 6.90 / 5.99 eV
<S²> = 8.775

Each line ends with the Mulliken spin population.
Positions of all 74 atoms, in Å:
Ir (0.372, -0.206, -0.384)  1.395
Cl (0.412, -0.168, 2.082)  0.655
S (-2.309, 0.315, 1.972)  0.233
P (-0.082, -2.413, -0.512)  0.066
P (0.604, 2.285, -0.426)  0.173
F (-2.272, -0.083, 4.601)  0.010
F (-0.879, 1.485, 4.027)  0.004
F (-3.082, 1.891, 3.989)  0.014
O (-3.540, 0.915, 1.384)  0.162
O (-2.636, -1.065, 2.386)  0.246
O (-0.726, 1.040, 0.732)  0.721
C (-0.786, -3.452, 2.056)  0.013
C (2.628, 4.002, -1.519)  0.009
C (-0.712, 4.637, -1.409)  0.007
C (0.520, 3.318, 1.124)  0.007
C (-2.006, 2.523, -1.613)  0.043
C (2.244, 2.552, -1.257)  0.053
C (-2.113, 0.963, 3.747)  0.149
C (-0.817, 3.147, 1.824)  0.043
C (2.305, -2.585, -2.098)  0.049
C (-2.258, -4.100, -1.404)  0.004
C (1.035, -4.711, -1.851)  0.002
C (-0.609, 3.124, -1.589)  0.001
C (1.685, 3.115, 2.082)  0.001
C (0.920, -3.189, -1.908)  0.009
C (-1.844, -2.665, -1.100)  0.004
C (-2.889, -1.988, -0.234)  -0.027
C (1.654, -3.391, 1.438)  0.024
C (3.402, 1.804, -0.609)  0.074
C (0.229, -3.562, 0.929)  0.014
H (-3.619, -1.477, -0.868)  0.009
H (-1.726, -3.944, 1.809)  0.001
H (1.324, -5.082, -2.838)  0.000
H (-1.815, -4.478, -2.323)  -0.001
H (-1.797, -2.115, -2.047)  0.019
H (0.243, 5.132, -1.249)  0.001
H (0.573, 4.349, 0.761)  -0.002
H (-0.998, -2.417, 2.317)  0.000
H (1.880, -2.342, 1.622)  0.006
H (1.813, -5.026, -1.154)  0.000
H (3.945, 1.248, -1.378)  0.010
H (-1.139, 2.100, 1.802)  -0.019
H (3.070, 1.090, 0.142)  -0.025
H (1.806, -0.323, -0.719)  0.195
H (0.141, -4.570, 0.507)  -0.002
H (2.811, -2.405, -1.149)  0.004
H (-0.731, 3.436, 2.869)  -0.003
H (2.034, 4.457, -2.308)  0.000
H (-2.455, -1.238, 0.428)  0.075
H (1.772, -3.933, 2.380)  -0.002
H (2.545, 4.618, -0.622)  0.000
H (-2.003, -4.780, -0.590)  0.000
H (1.815, 2.069, 2.354)  0.006
H (-1.324, 0.178, -0.585)  0.515
H (-0.158, 2.921, -2.567)  0.007
H (0.330, -2.917, -2.791)  0.036
H (-2.027, 1.582, -2.159)  0.007
H (-2.399, 2.345, -0.611)  -0.016
H (-1.155, 5.073, -2.309)  -0.001
H (2.040, 2.071, -2.220)  0.024
H (-3.344, -4.143, -1.529)  0.003
H (3.673, 4.043, -1.839)  0.003
H (-0.389, -3.943, 2.948)  -0.002
H (-1.368, 4.897, -0.576)  0.000
H (-2.688, 3.215, -2.115)  0.006
H (4.114, 2.485, -0.139)  0.002
H (0.114, -5.216, -1.574)  0.001
H (2.398, -3.780, 0.744)  0.002
H (2.622, 3.485, 1.669)  0.001
H (2.257, -1.644, -2.643)  -0.015
H (1.494, 3.674, 3.003)  -0.002
H (-1.612, 3.740, 1.377)  -0.002
H (-3.439, -2.697, 0.386)  -0.002
H (2.923, -3.275, -2.677)  0.004

***

Here is C19H44FINO7PS3Si2 as an isolated structure at a distorted geometry from the OMol25 dataset. Energies are from ωB97M-V with the def2-TZVPD basis set.

Spin multiplicity = 1
HOMO = -8.357 eV
Lowest unoccupied orbital energy = 0.288 eV
HOMO-LUMO gap = 8.64 eV

Each line ends with the Mulliken charge.
Positions of all 79 atoms, in Å:
I (-1.002, -3.316, -0.544)  -0.251
S (7.385, 2.247, 5.044)  1.141
S (-1.950, 3.412, 0.655)  1.340
S (3.422, -0.641, 0.680)  1.156
P (-3.599, -3.056, -3.290)  -0.253
Si (-1.043, -0.906, -4.277)  0.749
Si (-2.489, -1.789, -1.891)  0.275
F (0.427, -1.941, -4.389)  -0.412
O (3.503, 0.591, 1.440)  -0.589
O (3.421, -1.943, 1.313)  -0.701
O (8.107, 2.598, 3.839)  -0.661
O (-2.341, 3.116, -0.709)  -0.673
O (-1.453, -0.575, -2.607)  -0.217
O (-2.900, 3.426, 1.747)  -0.686
O (7.750, 2.769, 6.346)  -0.666
N (-3.690, -1.113, -0.716)  -0.004
C (0.643, 3.289, 1.217)  -0.464
C (-5.315, -2.169, -3.533)  -0.343
C (-4.158, -5.966, -3.750)  -0.825
C (5.131, 1.245, 4.181)  -0.190
C (7.265, 0.467, 5.137)  -0.634
C (5.650, 2.548, 4.771)  -0.776
C (-3.976, -4.802, -2.564)  -0.300
C (3.986, -1.138, -1.823)  -0.726
C (-4.513, 0.207, 1.678)  -0.857
C (4.688, -0.625, -0.574)  -0.760
C (-1.048, 4.949, 0.672)  -0.875
C (2.033, -0.551, -0.439)  0.840
C (-0.573, 2.370, 1.111)  -0.161
C (0.134, 4.680, 1.592)  -0.674
C (-6.191, -2.822, -4.781)  -0.843
C (-4.096, 0.304, -1.054)  -0.354
C (2.623, -0.447, -1.845)  -0.393
C (5.780, 0.132, 5.002)  -0.747
C (-4.606, 1.128, 0.309)  0.143
H (-5.195, -1.020, -3.763)  0.220
H (1.155, 3.336, 0.249)  0.259
H (-2.138, -1.369, -5.116)  -0.118
H (5.318, 0.095, 5.996)  0.324
H (5.528, -1.250, -0.266)  0.435
H (1.442, -1.464, -0.320)  -0.145
H (-0.618, 0.394, -4.858)  -0.153
H (-0.196, 4.684, 2.638)  0.314
H (7.669, 0.125, 6.093)  0.378
H (5.520, 3.403, 4.105)  0.407
H (-4.979, -4.820, -1.928)  0.323
H (-0.713, 5.152, -0.350)  0.326
H (-5.110, 0.816, 2.513)  0.307
H (-5.011, 0.273, -1.819)  0.008
H (5.189, 2.752, 5.742)  0.372
H (2.753, 0.609, -2.113)  0.312
H (5.638, -0.849, 4.537)  0.325
H (-4.564, -1.715, -0.705)  0.279
H (-3.243, 0.969, -1.508)  0.290
H (5.439, 1.159, 3.132)  0.130
H (-3.416, 0.083, 2.078)  0.148
H (-3.906, 2.086, 0.431)  -0.329
H (-3.052, -5.158, -1.909)  0.121
H (-0.431, 1.601, 0.348)  -0.185
H (-6.780, -2.009, -5.402)  0.307
H (0.912, 5.441, 1.479)  0.368
H (-5.078, -0.836, 1.549)  0.248
H (-5.388, -3.364, -5.478)  0.200
H (-5.063, -6.659, -3.466)  0.261
H (1.954, -0.894, -2.587)  0.071
H (1.424, 0.322, -0.193)  -0.553
H (4.564, -0.923, -2.726)  0.383
H (-6.966, -3.629, -4.438)  0.223
H (5.016, 0.411, -0.705)  0.351
H (1.361, 2.910, 1.951)  0.310
H (-1.692, 5.757, 1.024)  0.434
H (-5.733, 1.398, 0.142)  0.335
H (-0.806, 1.902, 2.072)  0.397
H (4.039, 1.194, 4.219)  0.253
H (-5.984, -2.244, -2.550)  0.301
H (7.847, 0.045, 4.313)  0.346
H (3.849, -2.224, -1.757)  0.304
H (-3.203, -6.676, -3.789)  0.274
H (-4.360, -5.492, -4.813)  0.228

***

Which of these has the highest spin multiplicity? C19H44ClF3IrO3P2S

***

Which value of spin multiplicity does entry 4 give? 1

***

spin multiplicity of number 2 (C19H43P3SSeY)? 1